[1]
{"formula": "C39H39NO4PPtS2Sb", "method": "the ωB97M-V functional and the def2-TZVPD basis", "elements": ["Pt", "O", "S", "O", "O", "C", "C", "C", "C", "C", "C", "P", "C", "C", "C", "C", "C", "C", "C", "C", "C", "C", "C", "C", "H", "H", "H", "H", "H", "H", "H", "H", "H", "H", "H", "H", "H", "H", "C", "Sb", "C", "C", "H", "H", "H", "H", "H", "H", "H", "H", "H", "C", "C", "O", "S", "C", "C", "C", "C", "C", "C", "C", "C", "H", "H", "H", "H", "H", "H", "H", "C", "C", "C", "C", "C", "C", "C", "C", "N", "H", "H", "H", "H", "H", "H", "H", "H", "H"], "positions_angstrom": [[-0.248, -0.301, -0.090], [-1.480, -0.238, -2.057], [-2.950, -0.130, -1.972], [-3.598, -0.417, -3.234], [-3.528, -0.792, -0.810], [-3.216, 1.612, -1.666], [-3.795, 2.373, -2.666], [-4.017, 3.730, -2.473], [-3.651, 4.318, -1.273], [-3.050, 3.554, -0.282], [-2.820, 2.188, -0.454], [-1.880, 1.212, 0.802], [-1.032, 2.577, 1.676], [0.220, 2.960, 1.196], [0.915, 3.992, 1.804], [0.375, 4.645, 2.905], [-0.863, 4.260, 3.396], [-1.564, 3.230, 2.783], [-3.130, 0.690, 2.020], [-4.447, 1.132, 2.061], [-5.324, 0.616, 3.007], [-4.885, -0.338, 3.915], [-3.568, -0.780, 3.874], [-2.690, -0.277, 2.927], [-4.075, 1.877, -3.586], [-4.470, 4.324, -3.258], [-3.818, 5.376, -1.107], [-2.744, 4.035, 0.637], [0.656, 2.404, 0.373], [1.896, 4.268, 1.436], [0.930, 5.439, 3.393], [-1.282, 4.752, 4.267], [-2.521, 2.918, 3.183], [-4.794, 1.864, 1.342], [-6.354, 0.951, 3.026], [-5.573, -0.745, 4.646], [-3.225, -1.532, 4.575], [-1.655, -0.614, 2.864], [-3.940, -3.643, 1.047], [-1.939, -3.083, 0.412], [-2.293, -3.649, -1.635], [-1.109, -5.045, 0.876], [-4.211, -4.621, 0.644], [-4.632, -2.886, 0.679], [-3.993, -3.670, 2.137], [-2.570, -4.705, -1.684], [-1.385, -3.475, -2.213], [-3.087, -3.035, -2.053], [-1.855, -5.820, 0.691], [-0.783, -5.092, 1.915], [-0.241, -5.220, 0.239], [5.080, 1.183, -7.028], [6.403, 0.468, -7.116], [7.163, 0.621, -8.045], [6.917, -0.609, -5.793], [5.568, -0.618, -4.648], [5.524, 0.301, -3.602], [4.458, 0.314, -2.724], [3.391, -0.595, -2.855], [3.468, -1.534, -3.903], [4.536, -1.546, -4.778], [2.292, -0.567, -1.970], [1.338, -0.556, -1.205], [4.680, 1.279, -8.036], [5.271, 2.185, -6.638], [4.366, 0.694, -6.373], [6.331, 1.015, -3.487], [4.424, 1.028, -1.912], [2.664, -2.250, -4.011], [4.573, -2.275, -5.579], [1.970, -2.860, 0.867], [2.413, -1.899, 1.933], [3.567, -2.206, 2.634], [3.983, -1.495, 3.755], [3.154, -0.472, 4.198], [1.994, -0.118, 3.534], [1.123, 0.951, 4.131], [1.580, -0.778, 2.312], [0.406, -0.416, 1.769], [2.537, -3.793, 0.945], [2.087, -2.474, -0.142], [0.906, -3.083, 0.987], [4.145, -3.068, 2.308], [4.891, -1.759, 4.286], [3.420, 0.082, 5.097], [1.719, 1.769, 4.549], [0.490, 0.558, 4.937], [0.459, 1.336, 3.367]], "mulliken_charge": [0.9968, -0.7715, 1.1898, -0.8197, -0.6079, -0.0357, -0.5409, -0.6432, -0.7445, -0.0595, -0.2840, 0.5224, -0.3834, -0.4286, -0.6143, -0.5316, -0.7729, 0.3870, 0.1926, -0.3766, -0.7191, -0.5469, -0.6804, -0.1795, 0.5453, 0.3574, 0.4139, 0.4173, 0.3773, 0.3959, 0.3266, 0.3913, 0.3747, 0.3575, 0.3884, 0.3321, 0.4425, 0.2623, -1.3802, 0.9601, -1.4487, -1.5302, 0.4251, 0.2911, 0.3774, 0.4917, 0.3241, 0.3916, 0.4034, 0.4012, 0.4128, -0.8350, 0.6186, -0.5959, -0.1562, -0.4457, -0.1236, -0.6013, 0.5528, -0.4955, -0.1813, 0.0575, -0.7207, 0.3152, 0.2284, 0.2819, 0.3959, 0.4598, 0.4982, 0.3717, -1.4385, 1.2842, -0.4188, -0.9113, -0.4398, 0.8193, -0.9413, -0.3506, -0.0112, 0.4543, 0.0373, -0.1039, 0.2855, 0.3145, 0.3222, 0.4359, 0.2605, -0.2734], "homo_ev": -0.3, "de_lowest_kj_mol": 83.8, "charge": -2, "lumo_ha": 0.1431, "energy_ha": -3362.523060, "molar_mass_g_mol": 997.690}

[2]
{"formula": "C39H40BrMgN9O2S", "method": "the ωB97M-V functional and the def2-TZVPD basis", "elements": ["Mg", "C", "C", "C", "C", "C", "N", "C", "C", "C", "C", "C", "C", "C", "N", "C", "C", "C", "N", "C", "C", "N", "C", "C", "C", "N", "H", "H", "H", "H", "H", "H", "H", "H", "H", "H", "H", "H", "H", "H", "H", "H", "H", "H", "O", "C", "C", "C", "C", "C", "C", "C", "O", "N", "N", "C", "C", "Br", "C", "C", "C", "C", "C", "C", "C", "H", "H", "H", "H", "H", "H", "H", "H", "H", "H", "H", "H", "H", "H", "C", "N", "C", "S", "N", "C", "H", "H", "H", "H", "H", "H", "H", "H"], "positions_angstrom": [[0.067, -0.697, 1.089], [3.256, -2.366, -4.348], [2.831, -2.069, -2.925], [3.557, -1.187, -2.116], [3.243, -0.993, -0.782], [2.193, -1.696, -0.151], [1.845, -1.619, 1.194], [2.749, -1.353, 2.205], [4.156, -1.453, 2.097], [5.014, -1.141, 3.137], [4.539, -0.704, 4.373], [5.465, -0.260, 5.485], [3.168, -0.695, 4.536], [2.292, -1.051, 3.517], [0.894, -1.181, 3.913], [0.471, -1.596, 5.133], [-0.901, -1.568, 5.146], [-1.256, -1.134, 3.862], [-0.176, -0.900, 3.112], [1.396, -2.482, -1.019], [1.720, -2.669, -2.359], [0.207, -3.135, -0.507], [-0.264, -4.362, -0.819], [-1.450, -4.545, -0.145], [-1.640, -3.352, 0.569], [-0.643, -2.496, 0.349], [3.570, -1.459, -4.875], [4.105, -3.055, -4.369], [2.446, -2.831, -4.918], [4.390, -0.635, -2.550], [3.799, -0.274, -0.197], [4.569, -1.804, 1.161], [6.086, -1.233, 2.984], [6.494, -0.565, 5.280], [5.462, 0.831, 5.596], [5.174, -0.687, 6.450], [2.755, -0.387, 5.497], [1.173, -1.897, 5.895], [-1.554, -1.840, 5.963], [-2.238, -0.977, 3.442], [1.074, -3.293, -2.975], [0.295, -5.024, -1.463], [-2.087, -5.419, -0.162], [-2.450, -3.079, 1.229], [1.634, 4.948, -0.026], [1.976, 4.353, 1.160], [2.819, 5.063, 2.005], [3.171, 4.526, 3.236], [2.683, 3.280, 3.625], [1.854, 2.580, 2.759], [1.498, 3.100, 1.520], [0.615, 2.296, 0.579], [0.684, 0.965, 0.789], [-0.752, 2.916, 0.715], [-1.811, 2.219, 0.277], [-2.990, 2.584, 0.589], [-4.159, 1.895, -0.031], [-4.471, 0.103, 0.571], [-4.977, 2.465, -0.899], [-6.166, 1.888, -1.581], [-6.095, 0.681, -2.278], [-7.220, 0.172, -2.918], [-8.425, 0.861, -2.872], [-8.499, 2.074, -2.197], [-7.373, 2.587, -1.564], [1.007, 4.385, -0.491], [3.182, 6.034, 1.682], [3.828, 5.087, 3.892], [2.960, 2.851, 4.585], [1.483, 1.596, 3.017], [0.924, 2.536, -0.450], [-0.884, 3.514, 1.514], [-3.187, 3.407, 1.273], [-4.742, 3.503, -1.137], [-5.146, 0.158, -2.335], [-7.151, -0.768, -3.457], [-9.303, 0.458, -3.364], [-9.433, 2.625, -2.167], [-7.431, 3.536, -1.038], [-1.916, -2.289, -4.921], [-0.894, -1.274, -4.675], [-0.715, -0.593, -3.518], [-1.648, -0.727, -2.117], [0.323, 0.260, -3.546], [1.140, 0.552, -4.704], [-2.479, -2.050, -5.823], [-2.590, -2.310, -4.075], [-1.467, -3.278, -5.036], [-0.238, -1.106, -5.415], [0.477, 0.751, -2.684], [0.567, 1.036, -5.498], [1.611, -0.348, -5.107], [1.936, 1.226, -4.400]], "mulliken_charge": [0.2608, -1.7891, 0.4446, -1.2216, -0.5925, 0.7278, -0.2942, 0.7550, -0.8635, -1.0600, 0.4375, -1.5314, -0.1909, -0.3402, 0.4363, -0.1293, -1.1353, -0.3682, -0.2424, 0.0033, -0.0012, 0.7501, -0.1932, -1.1301, -0.4817, -0.0465, 0.4021, 0.4185, 0.3474, 0.3411, 0.6625, 0.6029, 0.3423, 0.3764, 0.2765, 0.3442, 0.4536, 0.4992, 0.4058, 0.5254, 0.1538, 0.5366, 0.4180, 0.4255, -0.7033, 0.5799, -0.8271, -0.3590, -0.8403, 0.0304, 0.5182, -0.9664, 0.5762, 0.2192, -0.2786, -0.9380, 0.3704, -0.0979, -0.6357, 0.3431, -0.1846, -0.6249, -0.3916, -0.5423, -0.4083, 0.3604, 0.4194, 0.3686, 0.4232, 0.2849, 0.2382, 0.3408, 0.4374, 0.4123, 0.5972, 0.3889, 0.3672, 0.3609, 0.4102, -0.9578, -0.1315, 0.3034, -0.2061, 0.1301, -1.2053, 0.3374, 0.3341, 0.2717, 0.1468, -0.0345, 0.4047, 0.2972, 0.3246], "homo_ev": -6.6, "de_lowest_kj_mol": 80.7, "lumo_ha": 0.0185, "energy_ha": -5325.791636, "molar_mass_g_mol": 803.086}

[3]
{"formula": "C39H40Cl4N4O4OsS", "method": "the ωB97M-V functional and the def2-TZVPD basis", "elements": ["Os", "C", "C", "C", "C", "C", "C", "C", "S", "O", "O", "N", "C", "C", "C", "C", "C", "N", "H", "H", "H", "H", "H", "H", "H", "H", "H", "H", "H", "C", "C", "C", "C", "C", "C", "C", "C", "C", "C", "C", "C", "N", "C", "C", "C", "C", "C", "N", "C", "C", "C", "C", "H", "H", "H", "H", "H", "H", "H", "H", "H", "H", "H", "H", "H", "H", "H", "H", "H", "H", "H", "H", "H", "H", "H", "H", "H", "H", "H", "H", "H", "Cl", "C", "C", "Cl", "C", "Cl", "C", "O", "C", "O", "C", "Cl"], "positions_angstrom": [[1.116, -0.321, -1.301], [-3.631, -1.604, 5.824], [-2.433, -1.152, 5.031], [-2.164, 0.202, 4.858], [-1.063, 0.625, 4.126], [-0.221, -0.319, 3.558], [-0.460, -1.675, 3.737], [-1.563, -2.082, 4.466], [1.227, 0.255, 2.708], [2.369, -0.052, 3.536], [0.988, 1.630, 2.372], [1.222, -0.588, 1.330], [2.037, -1.606, 1.065], [2.760, -2.496, 1.912], [3.576, -3.437, 1.362], [3.720, -3.529, -0.045], [2.976, -2.690, -0.810], [2.113, -1.788, -0.271], [-4.405, -0.838, 5.834], [-3.352, -1.806, 6.861], [-4.055, -2.519, 5.412], [-2.828, 0.938, 5.296], [-0.850, 1.677, 3.979], [0.202, -2.409, 3.299], [-1.755, -3.141, 4.600], [2.679, -2.377, 2.980], [4.132, -4.106, 2.007], [4.376, -4.248, -0.510], [3.037, -2.723, -1.885], [2.016, 3.420, 0.333], [0.607, 3.430, -0.270], [0.314, 4.787, -0.919], [-0.422, 3.049, 0.770], [-0.769, 3.966, 1.751], [-1.753, 3.677, 2.680], [-2.363, 2.439, 2.651], [-2.027, 1.471, 1.706], [-2.736, 0.127, 1.874], [-1.998, -1.139, 1.413], [-4.169, 0.153, 1.322], [-1.073, 1.810, 0.736], [-0.810, 0.896, -0.337], [-1.784, 0.585, -1.104], [-1.682, -0.484, -2.039], [-2.624, -0.960, -2.911], [-2.024, -2.039, -3.591], [-0.737, -2.179, -3.110], [-0.518, -1.238, -2.122], [0.288, -3.176, -3.582], [-0.239, -3.958, -4.787], [0.564, -4.179, -2.452], [1.550, -2.432, -4.045], [2.751, 3.763, -0.400], [2.298, 2.424, 0.679], [2.059, 4.085, 1.199], [0.552, 2.687, -1.060], [0.486, 5.608, -0.221], [-0.717, 4.847, -1.272], [0.978, 4.940, -1.774], [-0.261, 4.922, 1.787], [-2.033, 4.408, 3.428], [-3.118, 2.197, 3.393], [-2.844, 0.031, 2.957], [-2.306, -1.452, 0.412], [-2.238, -1.959, 2.095], [-0.917, -1.009, 1.410], [-4.180, 0.050, 0.234], [-4.681, 1.080, 1.585], [-4.743, -0.683, 1.731], [-2.727, 1.129, -1.056], [-3.625, -0.576, -3.033], [-2.482, -2.653, -4.348], [-1.082, -4.594, -4.510], [0.554, -4.601, -5.175], [-0.554, -3.288, -5.588], [-0.347, -4.741, -2.238], [0.860, -3.684, -1.532], [1.345, -4.887, -2.741], [1.341, -1.882, -4.964], [2.368, -3.130, -4.238], [1.891, -1.693, -3.313], [2.698, 4.915, -5.378], [2.751, 3.679, -4.194], [3.937, 3.493, -3.423], [5.294, 4.498, -3.711], [3.997, 2.524, -2.449], [5.382, 2.286, -1.469], [2.874, 1.705, -2.220], [2.831, 0.786, -1.312], [1.700, 1.874, -3.008], [0.706, 1.093, -2.729], [1.648, 2.881, -3.990], [0.187, 3.078, -4.865]], "lowdin_spin": [2.5639, 0.0000, 0.0000, 0.0002, 0.0005, 0.0026, 0.0001, 0.0001, 0.0085, 0.0097, 0.0010, 0.0947, 0.0313, 0.0008, 0.0153, 0.0059, 0.0144, 0.0403, 0.0000, 0.0000, 0.0000, 0.0000, 0.0001, 0.0000, 0.0000, 0.0001, 0.0008, 0.0002, 0.0024, 0.0011, 0.0010, 0.0003, 0.0068, -0.0013, 0.0074, -0.0007, 0.0090, 0.0008, 0.0004, 0.0007, 0.0060, 0.1206, 0.0019, 0.0125, 0.0388, 0.0249, 0.0241, 0.0520, 0.0026, 0.0011, 0.0009, 0.0333, 0.0004, -0.0002, 0.0000, 0.0002, 0.0000, 0.0000, 0.0001, -0.0002, 0.0005, -0.0001, 0.0001, -0.0001, 0.0000, 0.0003, 0.0002, 0.0000, 0.0001, 0.0024, 0.0022, 0.0012, 0.0002, 0.0001, 0.0000, 0.0000, 0.0003, 0.0001, 0.0005, 0.0014, 0.0214, 0.0191, 0.0595, 0.0442, 0.0128, 0.0222, 0.0041, 0.0738, 0.2667, 0.0836, 0.2343, 0.0122, -0.0001], "homo_ev": [-7.9, -8.0], "de_lowest_kj_mol": 118.0, "spin_multiplicity": 5, "s2": 6.0267, "lumo_ha": [0.0083, -0.0964], "energy_ha": -4359.682092, "molar_mass_g_mol": 992.882}

Number 1 is which compound? C39H39NO4PPtS2Sb